[1]
Molecular formula: C19H24LuN3O3
Method: DFT, the ωB97M-V functional and the def2-TZVPD basis

Computed properties:
- Total charge: +2
- M: 517.386 g mol⁻¹
- Kohn-Sham gap: 8.210 eV
- ΔE to the lowest compared entry with this formula, charge and spin: 0.0 kcal per mole
- 2S+1: 1

Each line ends with the natural charge from an NBO analysis.
Element x y z (Å)
Lu 0.789 -0.946 0.272  2.22
O 1.212 1.064 0.829  -0.90
C 1.113 1.948 -0.496  0.14
C 1.464 1.018 -1.693  0.75
O 1.829 1.515 -2.712  -0.50
O 1.189 -0.291 -1.578  -0.89
C -0.356 2.265 -0.635  -0.03
C -0.739 3.457 -1.246  -0.19
C -2.076 3.719 -1.502  -0.17
C -3.053 2.797 -1.166  -0.16
C -2.687 1.593 -0.578  -0.20
C -1.348 1.343 -0.322  -0.20
C 2.034 3.097 -0.244  -0.05
C 1.609 4.074 0.666  -0.24
C 2.453 5.103 1.041  -0.20
C 3.732 5.174 0.503  -0.16
C 4.160 4.210 -0.395  -0.19
C 3.323 3.167 -0.767  -0.19
H 1.297 1.710 1.550  0.55
H 0.012 4.179 -1.537  0.25
H -2.350 4.651 -1.975  0.25
H -4.093 3.010 -1.366  0.24
H -3.433 0.857 -0.315  0.23
H -1.177 0.342 0.131  0.11
H 0.601 4.052 1.067  0.22
H 2.110 5.857 1.735  0.24
H 4.392 5.984 0.780  0.24
H 5.152 4.273 -0.821  0.24
H 3.676 2.448 -1.489  0.24
N 3.172 -1.233 0.528  -0.71
N 2.532 -2.111 1.498  -0.74
H 3.888 -1.715 -0.010  0.42
H 3.584 -0.438 1.011  0.41
H 2.924 -2.035 2.436  0.42
H 2.660 -3.078 1.205  0.41
C -3.905 -3.966 0.572  -0.59
C -2.527 -4.607 0.373  -0.17
C -2.164 -5.540 1.539  -0.59
C -2.429 -5.328 -0.981  -0.59
C -1.519 -3.525 0.355  0.64
N -0.729 -2.685 0.340  -0.68
H -4.641 -4.770 0.590  0.25
H -4.161 -3.295 -0.246  0.23
H -3.970 -3.428 1.516  0.23
H -2.899 -6.344 1.565  0.25
H -2.202 -5.020 2.495  0.23
H -1.181 -5.990 1.407  0.23
H -3.166 -6.131 -0.984  0.25
H -1.447 -5.773 -1.134  0.23
H -2.656 -4.659 -1.810  0.23



[2]
Molecular formula: C19H24N2O2
Method: DFT, the ωB97M-V functional and the def2-TZVPD basis

Computed properties:
- Total charge: 0
- M: 312.413 g mol⁻¹
- Kohn-Sham gap: 8.531 eV
- ΔE to the lowest compared entry with this formula, charge and spin: 0.0 kcal per mole
- 2S+1: 1

Each line ends with the natural charge from an NBO analysis.
Element x y z (Å)
C -3.677 -3.982 0.171  -0.62
C -4.595 -2.785 -0.026  -0.06
O -3.805 -1.618 0.057  -0.53
C -4.418 -0.394 -0.087  0.25
C -5.768 -0.206 -0.318  -0.28
C -6.281 1.078 -0.448  -0.22
C -5.446 2.172 -0.349  -0.22
C -4.091 1.998 -0.118  -0.25
C -3.565 0.723 0.015  0.18
N -2.215 0.459 0.243  -0.64
C -1.190 1.353 0.441  0.79
O -1.303 2.559 0.409  -0.66
N -0.003 0.731 0.730  -0.63
C 1.232 1.480 0.779  -0.22
C 2.034 1.357 -0.519  -0.41
C 3.265 2.260 -0.547  -0.38
C 4.352 1.851 0.457  -0.45
C 4.846 0.456 0.201  0.09
C 4.475 -0.601 1.020  -0.26
C 4.911 -1.889 0.758  -0.19
C 5.727 -2.137 -0.332  -0.23
C 6.106 -1.089 -1.155  -0.20
C 5.669 0.195 -0.889  -0.25
H -4.252 -4.901 0.112  0.22
H -3.195 -3.926 1.144  0.21
H -2.909 -3.993 -0.598  0.21
H -5.371 -2.771 0.752  0.17
H -5.083 -2.841 -1.009  0.17
H -6.436 -1.050 -0.398  0.22
H -7.337 1.208 -0.628  0.21
H -5.844 3.170 -0.450  0.21
H -3.430 2.844 -0.036  0.26
H -2.017 -0.528 0.328  0.41
H 0.082 -0.261 0.572  0.38
H 1.817 1.125 1.631  0.18
H 0.951 2.522 0.946  0.23
H 2.341 0.317 -0.663  0.20
H 1.378 1.634 -1.348  0.21
H 3.691 2.231 -1.553  0.20
H 2.960 3.288 -0.342  0.21
H 3.963 1.930 1.473  0.21
H 5.185 2.553 0.363  0.22
H 3.843 -0.416 1.878  0.21
H 4.615 -2.700 1.407  0.21
H 6.069 -3.140 -0.538  0.21
H 6.747 -1.275 -2.005  0.21
H 5.973 1.009 -1.532  0.21



[3]
Molecular formula: C19H24N2O4S
Method: DFT, the ωB97M-V functional and the def2-TZVPD basis

Computed properties:
- Total charge: 0
- M: 376.478 g mol⁻¹
- Kohn-Sham gap: 9.797 eV
- ΔE to the lowest compared entry with this formula, charge and spin: 42.0 kcal per mole
- 2S+1: 1

Each line ends with the natural charge from an NBO analysis.
Element x y z (Å)
C -4.309 -1.594 -0.319  -0.26
O -4.863 -0.423 -0.873  -0.55
C -3.931 0.551 -1.305  -0.06
C -4.076 1.852 -0.510  -0.43
C -3.609 1.712 0.939  -0.23
N -2.182 1.484 1.005  -0.63
C -1.626 0.391 1.539  0.66
O -2.232 -0.491 2.120  -0.64
C -0.104 0.328 1.319  -0.31
N 0.204 0.144 -0.078  -0.70
C -0.160 -1.106 -0.722  -0.27
C 0.888 -2.157 -0.468  0.04
C 1.996 -2.246 -1.303  -0.24
C 2.998 -3.165 -1.041  -0.21
C 2.901 -4.000 0.060  -0.22
C 1.797 -3.920 0.892  -0.19
C 0.794 -3.002 0.630  -0.25
S 0.694 1.460 -0.936  2.34
O 0.805 1.074 -2.310  -0.93
O -0.154 2.588 -0.623  -0.97
C 2.317 1.817 -0.265  -0.35
C 3.202 0.782 -0.037  -0.14
C 4.462 1.069 0.463  -0.22
C 4.819 2.383 0.726  -0.19
C 3.921 3.413 0.494  -0.20
C 2.660 3.129 -0.005  -0.19
H -5.154 -2.222 -0.045  0.19
H -3.711 -1.389 0.575  0.19
H -3.691 -2.127 -1.053  0.16
H -4.135 0.757 -2.364  0.18
H -2.904 0.178 -1.224  0.16
H -3.490 2.630 -1.003  0.20
H -5.127 2.143 -0.515  0.22
H -4.105 0.869 1.425  0.23
H -3.848 2.627 1.491  0.20
H -1.592 2.108 0.462  0.43
H 0.360 1.264 1.636  0.23
H 0.310 -0.499 1.905  0.23
H -0.231 -0.887 -1.789  0.25
H -1.134 -1.436 -0.347  0.22
H 2.061 -1.593 -2.163  0.22
H 3.853 -3.231 -1.697  0.22
H 3.682 -4.717 0.265  0.22
H 1.716 -4.575 1.747  0.22
H -0.072 -2.946 1.274  0.22
H 2.902 -0.233 -0.246  0.23
H 5.162 0.268 0.646  0.22
H 5.802 2.604 1.115  0.22
H 4.202 4.434 0.701  0.22
H 1.935 3.904 -0.193  0.24



[4]
Molecular formula: C19H24N2O4S2
Method: DFT, the ωB97M-V functional and the def2-TZVPD basis

Computed properties:
- Total charge: 0
- M: 408.545 g mol⁻¹
- Kohn-Sham gap: 8.695 eV
- ΔE to the lowest compared entry with this formula, charge and spin: 11.1 kcal per mole
- 2S+1: 1

Each line ends with the natural charge from an NBO analysis.
Element x y z (Å)
C -2.803 -4.332 -1.384  -0.25
O -1.831 -3.503 -0.790  -0.51
C -2.071 -2.159 -0.726  0.28
C -3.224 -1.532 -1.177  -0.32
C -3.361 -0.156 -1.063  -0.13
C -2.332 0.587 -0.530  -0.37
S -2.499 2.360 -0.318  2.33
O -3.641 2.798 -1.064  -0.94
O -1.233 2.984 -0.568  -0.95
N -2.849 2.572 1.299  -0.66
C -1.751 2.367 2.211  -0.43
C -4.109 2.002 1.701  -0.43
C -1.171 -0.013 -0.082  -0.23
C -1.034 -1.390 -0.155  0.18
N 0.109 -2.054 0.289  -0.64
C 0.990 -1.598 1.231  0.70
O 0.829 -0.566 1.841  -0.61
C 2.195 -2.496 1.428  -0.51
C 2.964 -2.750 0.127  -0.40
C 3.315 -1.464 -0.608  -0.51
S 4.426 -0.383 0.383  0.19
C 3.875 1.204 -0.224  -0.18
C 4.759 2.004 -0.929  -0.22
C 4.321 3.217 -1.433  -0.21
C 3.007 3.614 -1.249  -0.21
C 2.130 2.817 -0.529  -0.21
C 2.571 1.618 0.003  -0.18
H -2.394 -5.340 -1.341  0.20
H -3.746 -4.302 -0.830  0.18
H -2.981 -4.056 -2.427  0.18
H -4.026 -2.106 -1.612  0.23
H -4.251 0.347 -1.404  0.24
H -1.576 1.307 2.429  0.19
H -0.862 2.793 1.753  0.24
H -1.959 2.892 3.144  0.21
H -4.823 2.200 0.905  0.24
H -4.448 2.485 2.618  0.21
H -4.040 0.919 1.873  0.18
H -0.379 0.600 0.310  0.26
H 0.194 -3.006 -0.038  0.42
H 2.850 -1.999 2.144  0.25
H 1.872 -3.447 1.857  0.23
H 3.884 -3.288 0.368  0.22
H 2.379 -3.379 -0.550  0.20
H 2.423 -0.882 -0.836  0.22
H 3.840 -1.693 -1.538  0.22
H 5.775 1.674 -1.080  0.22
H 5.007 3.845 -1.982  0.21
H 2.663 4.551 -1.662  0.21
H 1.103 3.122 -0.393  0.24
H 1.913 1.010 0.605  0.22